C48H123N5O18S6 | ωB97M-V/def2-TZVPD

```
200
Properties=species:S:1:pos:R:3
C -7.15 -3.53 -2.95
C -6.26 -2.22 -2.88
O -6.93 -1.17 -2.20
S -6.44 0.36 -2.54
C -4.73 0.24 -1.85
O -6.37 0.48 -3.97
O -7.26 1.30 -1.80
H -8.06 -3.45 -3.55
H -7.36 -3.76 -1.91
H -6.50 -4.32 -3.33
H -5.28 -2.42 -2.45
H -6.04 -1.91 -3.90
H -4.35 1.26 -1.80
H -4.14 -0.38 -2.53
H -4.95 -0.18 -0.87
C -5.92 -4.24 0.98
C -5.71 -2.72 1.16
O -4.47 -2.48 1.88
S -3.03 -2.82 1.10
C -1.85 -1.42 1.74
O -2.47 -4.10 1.56
O -3.22 -2.61 -0.30
H -5.16 -4.59 0.28
H -6.92 -4.17 0.57
H -5.97 -4.89 1.86
H -5.70 -2.30 0.15
H -6.47 -2.27 1.81
H -2.03 -1.30 2.81
H -2.16 -0.53 1.21
H -0.80 -1.58 1.47
C -1.91 1.83 4.74
C -2.14 0.47 5.40
O -1.34 -0.58 4.98
S 0.32 -0.39 4.87
C 0.98 -2.11 5.09
O 0.58 -0.04 3.48
O 0.82 0.49 5.97
H -1.88 1.67 3.67
H -1.05 2.41 5.09
H -2.77 2.49 4.81
H -1.99 0.69 6.46
H -3.19 0.20 5.50
H 0.94 -2.51 4.07
H 0.36 -2.63 5.81
H 2.02 -2.06 5.42
C 1.14 7.78 3.90
C -0.31 8.00 3.40
O -0.96 6.83 2.89
S -2.41 6.16 3.54
C -1.83 5.61 5.20
O -3.35 7.16 3.86
O -2.76 4.93 2.76
H 1.07 6.88 4.51
H 1.68 8.54 4.47
H 1.76 7.46 3.06
H -0.87 8.37 4.26
H -0.30 8.73 2.59
H -1.50 6.55 5.64
H -1.01 4.90 5.29
H -2.64 5.07 5.71
C -8.48 1.31 0.91
C -7.29 1.17 1.85
O -6.08 0.87 1.22
S -4.70 1.73 1.59
C -5.20 3.29 0.74
O -4.64 1.78 3.04
O -3.57 1.21 0.88
H -9.44 1.41 1.41
H -8.44 0.41 0.29
H -8.39 2.21 0.31
H -7.22 2.04 2.50
H -7.52 0.29 2.44
H -4.29 3.90 0.67
H -6.13 3.71 1.13
H -5.50 2.98 -0.26
C 0.19 0.45 -1.47
C -0.96 1.24 -0.86
O -1.28 2.50 -1.37
S -0.26 3.71 -0.96
C -0.93 4.10 0.69
O 1.02 3.15 -0.58
O -0.50 4.83 -1.89
H 0.07 0.23 -2.53
H 0.37 -0.51 -1.01
H 1.18 0.90 -1.34
H -1.87 0.64 -0.83
H -0.70 1.40 0.19
H -0.34 4.91 1.12
H -0.93 3.22 1.33
H -1.93 4.52 0.54
C 3.48 0.10 1.32
C 4.49 0.54 2.42
N 3.88 1.16 3.66
C 4.98 1.51 4.50
C 5.51 0.31 5.28
C 2.92 2.20 3.51
C 3.44 3.56 2.92
H 3.04 0.99 0.86
H 2.60 -0.39 1.73
H 3.89 -0.53 0.54
H 5.10 -0.33 2.68
H 5.14 1.33 2.05
H 5.84 1.88 3.94
H 4.81 2.23 5.30
H 4.98 0.16 6.22
H 5.25 -0.57 4.69
H 6.60 0.34 5.32
H 2.24 2.36 4.34
H 2.23 1.79 2.77
H 2.58 4.23 2.94
H 3.78 3.22 1.94
H 4.20 4.13 3.45
C 3.29 0.75 -5.48
C 2.14 -0.38 -5.25
N 2.69 -1.74 -5.34
C 3.40 -2.29 -4.16
C 2.72 -1.83 -2.83
C 3.22 -1.93 -6.70
C 2.85 -3.33 -7.11
H 3.91 0.86 -4.59
H 2.84 1.71 -5.72
H 3.95 0.40 -6.27
H 1.71 -0.28 -4.25
H 1.29 -0.30 -5.94
H 3.64 -3.35 -4.13
H 4.39 -1.84 -4.23
H 2.98 -0.80 -2.62
H 1.63 -1.77 -2.90
H 2.95 -2.40 -1.93
H 4.30 -1.77 -6.61
H 2.84 -1.18 -7.40
H 2.71 -4.01 -6.27
H 3.67 -3.69 -7.73
H 1.95 -3.30 -7.71
C 2.84 6.63 0.35
C 4.05 6.97 -0.58
N 4.61 5.81 -1.33
C 4.97 4.65 -0.51
C 6.06 4.92 0.56
C 3.61 5.40 -2.29
C 3.92 4.38 -3.32
H 3.28 6.11 1.21
H 1.96 6.12 -0.03
H 2.44 7.57 0.74
H 3.56 7.63 -1.29
H 4.82 7.48 0.00
H 4.04 4.17 -0.18
H 5.45 4.03 -1.26
H 5.56 5.58 1.26
H 6.40 4.00 1.03
H 7.01 5.33 0.24
H 3.17 6.21 -2.87
H 2.75 5.06 -1.71
H 4.53 3.52 -3.04
H 4.44 4.81 -4.18
H 2.96 4.04 -3.71
C -1.70 -2.17 -3.74
C -1.97 -3.55 -4.34
N -1.42 -4.66 -3.63
C -1.91 -4.80 -2.27
C -1.92 -6.20 -1.76
C 0.01 -4.62 -3.65
C 0.61 -5.17 -4.92
H -1.49 -2.19 -2.67
H -2.50 -1.46 -3.91
H -0.79 -1.82 -4.24
H -3.05 -3.67 -4.48
H -1.60 -3.59 -5.37
H -2.97 -4.58 -2.37
H -1.37 -4.11 -1.63
H -2.75 -6.76 -2.18
H -2.10 -6.18 -0.69
H -0.94 -6.62 -1.99
H 0.40 -3.60 -3.73
H 0.47 -5.08 -2.78
H 0.22 -6.16 -5.14
H 0.41 -4.66 -5.86
H 1.68 -5.17 -4.70
C 0.54 -4.20 0.18
C 1.92 -4.59 -0.18
N 2.56 -5.41 0.80
C 1.90 -6.64 1.15
C 2.41 -7.14 2.51
C 4.04 -5.39 0.70
C 4.54 -6.21 -0.53
H 0.33 -3.31 -0.41
H 0.48 -3.97 1.24
H -0.16 -5.00 -0.05
H 1.87 -5.17 -1.10
H 2.55 -3.74 -0.43
H 0.82 -6.59 1.28
H 1.94 -7.51 0.49
H 2.11 -6.38 3.22
H 2.09 -8.16 2.74
H 3.50 -7.26 2.50
H 4.42 -5.73 1.66
H 4.41 -4.39 0.48
H 5.63 -6.15 -0.53
H 4.03 -5.88 -1.43
H 4.30 -7.27 -0.48
```

Its total energy is -161077.7422 eV. The gap between HOMO and LUMO is 7.929 eV. The value obtained for the energy above the lowest of the compared OMol25 structures with the same formula, charge and spin is 5.459 eV. The structure (SMILES) is CCOS(C)(=O)=O.CCOS(C)(=O)=O.CCOS(C)(=O)=O.CCOS(C)(=O)=O.CCOS(C)(=O)=O.CCOS(C)(=O)=O.CCN(CC)CC.CCN(CC)CC.CCN(CC)CC.CCN(CC)CC.CCN(CC)CC.